(1)
{
  "formula": "C20H31BF10N3O10Ti",
  "method": "ωB97M-V/def2-TZVPD",
  "species": ["Ti", "B", "F", "F", "F", "F", "C", "C", "O", "C", "O", "C", "F", "F", "F", "H", "H", "H", "H", "H", "C", "C", "O", "C", "O", "C", "F", "F", "F", "H", "H", "H", "H", "H", "C", "O", "C", "O", "O", "C", "H", "H", "H", "H", "H", "H", "C", "O", "C", "O", "O", "C", "H", "H", "H", "H", "H", "H", "C", "C", "N", "H", "H", "H", "C", "C", "N", "H", "H", "H", "C", "C", "N", "H", "H", "H"],
  "positions_angstrom": [[-2.8698, -0.3448, -0.5618], [-1.2507, 1.5036, -1.0288], [-2.2640, 2.1333, -0.3046], [-0.2192, 2.3968, -1.3008], [-0.8346, 0.3441, -0.2815], [-1.7408, 0.9600, -2.2485], [2.9662, -5.2781, 3.3766], [3.1840, -5.0448, 1.8941], [2.8098, -3.7234, 1.4847], [1.5260, -3.4785, 1.3326], [0.6494, -4.2360, 1.5938], [1.2906, -2.0424, 0.8328], [0.3668, -2.0489, -0.1144], [0.8429, -1.3037, 1.8435], [2.4052, -1.4834, 0.3648], [3.0605, -6.3237, 3.6590], [1.9844, -4.9248, 3.6845], [3.7084, -4.6985, 3.9309], [2.6576, -5.7710, 1.2672], [4.2304, -5.1565, 1.6145], [2.5442, 0.2196, -3.3759], [3.3366, 0.1603, -2.0778], [4.5463, 0.9277, -2.1450], [5.6165, 0.2870, -2.5508], [5.6316, -0.7566, -3.1061], [6.9230, 1.0418, -2.2466], [6.8376, 1.7677, -1.1181], [7.9219, 0.1705, -2.0824], [7.2189, 1.8542, -3.2539], [2.7620, -0.5907, -4.0644], [2.7170, 1.1942, -3.8341], [1.4879, 0.2194, -3.1080], [3.5269, -0.8693, -1.7723], [2.7687, 0.5867, -1.2618], [-3.7540, -4.2513, -1.8172], [-2.5798, -4.1062, -2.6167], [-2.1985, -2.8833, -2.8496], [-2.7549, -1.8973, -2.4043], [-1.1810, -2.9390, -3.6829], [-0.3232, -1.8243, -3.9540], [-4.5746, -3.6494, -2.2149], [-3.5984, -3.9301, -0.7870], [-4.0452, -5.2943, -1.8459], [-0.0508, -1.3605, -3.0092], [-0.7536, -1.1621, -4.7004], [0.6116, -2.2209, -4.3464], [-0.8098, 0.7731, 3.4035], [-1.5430, 1.5743, 4.3209], [-1.3740, 1.2579, 5.5878], [-0.6029, 0.4484, 6.0103], [-2.1736, 2.0244, 6.3123], [-2.0581, 1.9089, 7.7184], [-1.0569, -0.2781, 3.5546], [0.2564, 0.9637, 3.4693], [-1.1939, 1.0016, 2.4128], [-2.6075, 2.7414, 8.1446], [-1.0174, 1.9230, 8.0358], [-2.5145, 0.9830, 8.0724], [-3.6623, 3.4140, 1.9041], [-4.1668, 2.0751, 2.1782], [-4.5341, 1.0201, 2.4563], [-3.9823, 3.8107, 0.9473], [-2.5728, 3.3347, 1.8375], [-3.8605, 4.0584, 2.7577], [-0.0226, 5.2283, -0.4527], [0.5190, 6.2716, -1.3198], [0.9454, 7.0941, -1.9829], [0.6066, 4.3555, -0.5908], [-1.0539, 5.0525, -0.7262], [0.1468, 5.5378, 0.5770], [-3.4932, 1.9857, -4.6019], [-4.3938, 1.6035, -3.5255], [-5.0792, 1.3363, -2.6405], [-2.5173, 1.5277, -4.4951], [-3.3742, 3.0696, -4.6184], [-3.9491, 1.7298, -5.5594]],
  "mulliken_spin": [3.0573, -0.0116, 0.0100, 0.0021, -0.0903, -0.0334, 0.0000, 0.0003, -0.0005, 0.0012, -0.0037, 0.0208, -0.0012, 0.0059, -0.0004, 0.0000, -0.0001, 0.0000, -0.0001, 0.0000, -0.0012, -0.0001, 0.0001, 0.0000, 0.0000, 0.0000, 0.0000, 0.0000, 0.0000, -0.0001, 0.0000, 0.0007, 0.0001, 0.0000, 0.0163, 0.0038, -0.0420, 0.0101, 0.0015, 0.0095, 0.0001, 0.0096, 0.0028, 0.0121, -0.0001, -0.0004, -0.0739, -0.0047, -0.0006, -0.0001, 0.0000, 0.0000, -0.0060, 0.0003, 0.0812, 0.0000, 0.0000, 0.0000, 0.0001, 0.0071, 0.0064, -0.0003, 0.0009, 0.0001, 0.0001, 0.0001, 0.0000, 0.0000, -0.0001, -0.0001, -0.0070, 0.0081, 0.0046, 0.0036, 0.0003, 0.0007],
  "mol_weight_g_mol": 722.14,
  "homo_ev": [-5.8, -10.9],
  "spin_multiplicity": 4,
  "s_squared": 3.75,
  "homo_lumo_gap_ev": [6.09, 10.90],
  "total_charge": 0
}

(2)
{
  "formula": "C20H31BFeN7O2",
  "method": "ωB97M-V/def2-TZVPD",
  "species": ["Fe", "C", "C", "C", "C", "C", "N", "N", "B", "N", "N", "C", "C", "C", "C", "C", "N", "N", "C", "C", "C", "C", "C", "H", "H", "H", "H", "H", "H", "H", "H", "H", "H", "H", "H", "H", "H", "H", "H", "H", "H", "H", "H", "H", "H", "O", "C", "O", "C", "N", "C", "C", "C", "H", "H", "H", "H", "H", "H", "H", "H", "H"],
  "positions_angstrom": [[-0.6779, 0.1903, 0.5535], [-3.9441, -0.1632, 1.7724], [-3.3648, -1.2480, 0.9295], [-3.8913, -2.4500, 0.4880], [-2.8986, -3.0656, -0.2731], [-2.9304, -4.3733, -0.9856], [-1.8364, -2.2593, -0.2726], [-2.1073, -1.1468, 0.4635], [-0.4239, -2.3858, -0.9364], [-0.2980, -1.1531, -1.8355], [-0.6950, 0.0244, -1.2970], [-0.5920, 0.9781, -2.2390], [-0.9702, 2.3941, -1.9732], [-0.1343, 0.3899, -3.4054], [0.0405, -0.9625, -3.1151], [0.4818, -2.0720, -4.0016], [0.5551, -2.2871, 0.2333], [0.3734, -1.2598, 1.1010], [1.3059, -1.3602, 2.0678], [1.4086, -0.4107, 3.2119], [2.0882, -2.4733, 1.8057], [1.5862, -3.0372, 0.6379], [2.0210, -4.2620, -0.0860], [-4.9605, -0.4127, 2.0651], [-3.9730, 0.7821, 1.2270], [-3.3573, -0.0199, 2.6815], [-4.8708, -2.8502, 0.6863], [-3.8943, -4.8547, -0.8501], [-2.1482, -5.0339, -0.6112], [-2.7497, -4.2340, -2.0516], [-0.2993, -3.3987, -1.5453], [-0.9812, 2.6146, -0.9028], [-1.9655, 2.6075, -2.3644], [-0.2737, 3.0761, -2.4587], [0.0470, 0.8722, -4.3504], [0.7366, -1.6770, -4.9817], [-0.3066, -2.8141, -4.1277], [1.3559, -2.5795, -3.5947], [0.6441, 0.3625, 3.1728], [2.3879, 0.0708, 3.2214], [1.2979, -0.9423, 4.1562], [2.9155, -2.8373, 2.3903], [2.8470, -4.7254, 0.4474], [2.3526, -4.0269, -1.0973], [1.2115, -4.9874, -0.1605], [1.5228, 1.0971, 0.0225], [1.1777, 1.9385, 0.8363], [0.0279, 1.9027, 1.4220], [2.1150, 3.0833, 1.1928], [1.3744, 4.0331, 2.1201], [1.0102, 5.2398, 1.2873], [2.1994, 5.3749, 0.3583], [2.5302, 3.9301, -0.0285], [2.9688, 2.6616, 1.7212], [1.9403, 4.2970, 2.9249], [0.5375, 3.5244, 2.4290], [0.8205, 6.0942, 1.9312], [0.0969, 4.9822, 0.7517], [3.0366, 5.8284, 0.8921], [1.9740, 6.0034, -0.4996], [3.5858, 3.8037, -0.2521], [1.9696, 3.6064, -0.9048]],
  "mulliken_spin": [1.2033, 0.0177, -0.0303, -0.0039, -0.0045, 0.0010, -0.0138, -0.0270, 0.0068, -0.0042, -0.0722, -0.0108, 0.0027, -0.0008, 0.0025, 0.0000, 0.0004, -0.0827, -0.0125, 0.0035, -0.0044, 0.0005, 0.0003, 0.0002, -0.0015, -0.0019, -0.0008, -0.0002, -0.0004, -0.0004, 0.0002, 0.0007, 0.0007, 0.0000, -0.0002, -0.0002, 0.0001, 0.0000, -0.0008, 0.0003, 0.0008, -0.0005, 0.0000, -0.0002, -0.0002, 0.0191, -0.0320, 0.0417, -0.0035, 0.0030, 0.0010, 0.0000, 0.0009, 0.0000, -0.0003, 0.0029, 0.0000, -0.0001, -0.0001, 0.0000, 0.0000, -0.0003],
  "mol_weight_g_mol": 468.17,
  "homo_ev": [-14.5, -14.5],
  "spin_multiplicity": 2,
  "s_squared": 0.79,
  "homo_lumo_gap_ev": [6.77, 7.58],
  "total_charge": 2
}

(3)
{
  "formula": "C20H31Br6N3O5Sr",
  "method": "ωB97M-V/def2-TZVPD",
  "species": ["N", "H", "H", "H", "H", "Sr", "C", "C", "O", "H", "H", "H", "H", "H", "Br", "C", "C", "Br", "H", "H", "H", "H", "Br", "C", "C", "Br", "H", "H", "H", "H", "Br", "C", "C", "Br", "H", "H", "H", "H", "C", "C", "C", "C", "C", "C", "N", "O", "O", "H", "H", "H", "H", "H", "C", "C", "C", "C", "C", "C", "N", "O", "O", "H", "H", "H", "H", "H"],
  "positions_angstrom": [[0.7982, 0.1659, -4.9240], [0.4858, 0.4804, -5.8315], [0.1416, 0.3880, -4.1894], [1.6566, 0.6280, -4.6599], [1.0266, -0.8179, -4.9288], [4.0651, -0.8469, -3.1544], [-0.5635, 0.6030, -1.5940], [0.9800, 0.8833, -1.3804], [1.9730, 0.0574, -1.9898], [-0.8824, -0.2765, -1.0347], [-0.6100, 0.2664, -2.6297], [-1.2494, 1.4086, -1.3318], [1.1593, 1.1678, -0.3436], [1.1192, 1.8390, -1.8857], [-4.6100, 3.8048, -2.9352], [-3.7131, 2.0761, -3.3528], [-3.2969, 2.0885, -4.8909], [-2.2245, 0.4584, -5.2234], [-4.3061, 1.2532, -2.9536], [-2.7258, 2.1899, -2.9052], [-2.7000, 2.9821, -5.0728], [-4.1099, 2.0388, -5.6152], [-1.4568, -2.6938, -3.9585], [-0.9695, -3.5283, -2.2043], [0.4878, -3.1504, -1.8268], [0.7149, -3.7580, 0.1617], [-1.0553, -4.6147, -2.1821], [-1.5997, -3.0459, -1.4571], [0.4551, -2.0611, -1.8478], [1.3454, -3.6025, -2.3250], [2.6261, 4.9156, 0.8596], [0.9808, 3.9573, 1.3215], [0.5988, 4.3943, 2.8091], [-0.5409, 2.9983, 3.6225], [1.2174, 2.8933, 1.3172], [0.2311, 4.1050, 0.5441], [0.0501, 5.3143, 2.6078], [1.3729, 4.5509, 3.5603], [3.3142, -0.5301, 1.5014], [3.7505, 0.7535, 1.2507], [4.9746, 1.1729, 1.6934], [5.6848, 0.4736, 2.6512], [5.2260, -0.8550, 2.9381], [4.0477, -1.3399, 2.4031], [6.9404, 1.0042, 3.2823], [7.5734, 0.1654, 3.8874], [7.2636, 2.1346, 3.0629], [2.3771, -0.8918, 1.1046], [3.3179, 1.4524, 0.5501], [5.3289, 2.1547, 1.4159], [5.7563, -1.3505, 3.7379], [3.5935, -2.2096, 2.8544], [-4.2371, -3.7630, 3.9963], [-2.9954, -3.3706, 3.5773], [-2.8424, -2.2928, 2.6457], [-3.9079, -1.5543, 2.2182], [-5.1576, -2.0163, 2.6674], [-5.2640, -3.0453, 3.6243], [-3.7007, -0.3243, 1.3535], [-2.5551, 0.0705, 1.0372], [-4.7778, 0.2076, 1.0368], [-4.2815, -4.5894, 4.6902], [-2.1279, -3.8726, 3.9797], [-1.8312, -2.0734, 2.3361], [-6.1159, -1.6031, 2.3891], [-6.2265, -3.4201, 3.9396]],
  "mulliken_spin": [0.0000, 0.0000, 0.0000, 0.0000, 0.0000, 0.0000, -0.0002, 0.0000, 0.0000, 0.0001, 0.0000, 0.0000, 0.0000, 0.0000, 0.0000, 0.0000, 0.0000, 0.0000, 0.0000, 0.0000, 0.0000, 0.0000, 0.0000, 0.0000, -0.0001, 0.0004, 0.0000, 0.0001, 0.0000, 0.0000, 0.0000, 0.0000, 0.0000, 0.0000, 0.0000, 0.0000, 0.0000, 0.0000, 0.0000, 0.0000, 0.0000, 0.0000, 0.0000, 0.0000, 0.0000, 0.0000, 0.0000, 0.0001, 0.0000, 0.0000, 0.0000, 0.0000, 0.0200, 0.2855, 0.1704, 0.0571, 0.2286, 0.1827, 0.0040, -0.0095, 0.0066, 0.0069, 0.0054, 0.0353, 0.0039, 0.0030],
  "mol_weight_g_mol": 960.53,
  "homo_ev": [-15.3, -15.3],
  "spin_multiplicity": 2,
  "s_squared": 0.77,
  "homo_lumo_gap_ev": [4.81, 3.02],
  "total_charge": 3
}

(4)
{
  "formula": "C20H31Cl2N9",
  "method": "ωB97M-V/def2-TZVPD",
  "species": ["C", "C", "N", "H", "H", "H", "C", "C", "N", "H", "H", "H", "C", "C", "N", "H", "H", "H", "C", "C", "N", "H", "H", "H", "C", "C", "N", "H", "H", "H", "C", "C", "N", "H", "H", "H", "C", "C", "N", "H", "H", "H", "C", "C", "N", "H", "H", "H", "C", "C", "N", "H", "H", "H", "Cl", "C", "C", "Cl", "H", "H", "H", "H"],
  "positions_angstrom": [[-4.1284, -3.6681, -3.3889], [-3.2887, -2.6026, -2.8198], [-2.6194, -1.7861, -2.3731], [-3.7271, -4.6130, -3.0100], [-3.8586, -3.7787, -4.4398], [-5.1683, -3.5156, -3.1318], [-0.1252, 2.1465, 4.8099], [0.4845, 1.9848, 3.4686], [0.9704, 1.8564, 2.4386], [-0.8289, 2.9806, 4.8396], [0.6663, 2.3165, 5.5322], [-0.7911, 1.3157, 5.0375], [1.5422, 3.6152, -3.5658], [2.7526, 3.9281, -4.3009], [3.6970, 4.1756, -4.9028], [0.7312, 3.2346, -4.1817], [1.1538, 4.4375, -2.9681], [1.8340, 2.8262, -2.8674], [-3.8949, -1.4721, 1.6201], [-2.4498, -1.6653, 1.5058], [-1.3132, -1.8037, 1.4205], [-4.0128, -0.4479, 1.9755], [-4.2823, -2.1434, 2.3863], [-4.3773, -1.7028, 0.6747], [2.3051, -1.3057, 2.5538], [1.8189, -2.0969, 3.6794], [1.4775, -2.6840, 4.6067], [2.1608, -1.7445, 1.5656], [3.3811, -1.1896, 2.6766], [1.8003, -0.3479, 2.4277], [-2.4917, 4.1495, 0.9991], [-2.3844, 2.8444, 1.6696], [-2.3151, 1.8274, 2.2024], [-3.5335, 4.4480, 1.1033], [-2.3329, 4.0330, -0.0772], [-1.7476, 4.9093, 1.2235], [1.3249, 4.4308, 0.4408], [0.7999, 5.4583, -0.4370], [0.3891, 6.2542, -1.1555], [1.0871, 3.4567, 0.0134], [0.8179, 4.5640, 1.3942], [2.4095, 4.4738, 0.5127], [4.7372, -3.8941, -1.6096], [4.0704, -2.7759, -0.9639], [3.5328, -1.8784, -0.4883], [4.7521, -3.7776, -2.6865], [4.1676, -4.7597, -1.2509], [5.7177, -4.0645, -1.1653], [-0.5389, -4.5892, -0.5034], [0.8231, -4.9993, -0.8883], [1.8813, -5.3370, -1.1814], [-0.7457, -3.6576, -1.0274], [-0.4883, -4.4258, 0.5733], [-1.2663, -5.3700, -0.7070], [0.4729, -0.4854, -2.7514], [0.4321, -0.2331, -0.9895], [-0.6326, 0.7421, -0.5808], [-0.8176, 2.1938, -1.6036], [1.4581, 0.0565, -0.7613], [0.3323, -1.2168, -0.5342], [-0.2556, 1.1518, 0.3582], [-1.5655, 0.2210, -0.3974]],
  "lowdin_charge": [-0.0567, -0.2628, 0.1516, 0.0791, 0.0866, 0.0808, -0.0558, -0.2505, 0.1555, 0.0758, 0.0802, 0.0835, -0.1074, -0.2832, 0.1202, 0.0778, 0.0442, 0.0599, -0.0537, -0.2650, 0.1721, 0.0655, 0.0838, 0.0760, -0.0921, -0.2881, 0.1079, 0.0327, 0.0817, 0.0285, -0.0590, -0.2492, 0.1633, 0.0850, 0.0461, 0.0733, -0.0861, -0.3089, 0.1395, 0.0348, 0.0660, 0.0917, -0.0748, -0.2644, 0.1515, 0.0864, 0.0419, 0.0823, -0.0635, -0.2447, 0.1429, 0.0537, 0.0708, 0.0776, 0.5084, -0.6675, -0.6605, 0.5999, 0.0479, 0.0330, 0.0148, 0.0397],
  "mol_weight_g_mol": 468.44,
  "homo_ev": -10.1,
  "homo_lumo_gap_ev": 10.24,
  "total_charge": 0
}